DFT (ωB97M-V/def2-TZVPD) results for 2 unconnected molecules or ions with the total composition C3H10N3S in a non-equilibrium geometry.

```
17
Properties=species:S:1:pos:R:3
C 1.08916 -1.41267 0.23252
C -1.17393 0.69242 0.54454
C -0.42352 0.42467 -0.66220
N 0.62526 -2.56749 0.53740
N 0.47181 1.22553 -1.26859
N -1.72347 -0.52224 1.24703
S 2.50938 -0.96081 1.03834
H -0.44540 1.22291 1.25876
H -2.06246 1.33980 0.11322
H -0.75011 -0.51377 -1.17995
H -0.37309 -2.71876 0.69612
H 1.23137 -3.27380 1.00385
H 0.68273 2.16933 -0.95108
H 0.74683 1.09018 -2.23658
H -2.61678 -0.83524 0.85346
H -2.04674 -0.29940 2.25508
H 2.96194 0.11335 0.43650
```

Calculated values
total charge = +1
2S+1 = 3
frontier orbital gap (spin up / spin down) = 0.1944 / 0.3000 Ha
largest force on an atom = 0.08842 hartree/bohr